[1]
{"formula": "C12H13NO3", "method": "wB97M-V/def2-TZVPD", "total_charge": 0, "smiles": "Cc1cc2c(cc1C)O[C@H](C)C([N+](=O)[O-])=C2", "gap_ev": 7.26, "elements": ["C", "C", "C", "C", "C", "C", "C", "C", "O", "C", "C", "C", "N", "O", "O", "C", "H", "H", "H", "H", "H", "H", "H", "H", "H", "H", "H", "H", "H"], "positions_angstrom": [[3.029789, -0.609838, -2.424524], [2.109136, -1.007965, -1.320188], [1.078345, -0.104840, -1.011774], [0.303373, -0.005547, 0.100452], [0.489419, -1.097553, 0.897238], [1.253511, -2.322969, 0.561124], [2.127878, -2.267879, -0.549961], [3.136364, -3.373670, -0.800000], [-0.198981, -1.003028, 2.137766], [-1.462354, -0.439730, 2.306427], [-2.518684, -1.418992, 1.823986], [-1.581660, 0.849215, 1.532514], [-2.658286, 1.722301, 1.900256], [-2.789900, 2.774950, 1.261909], [-3.439102, 1.436138, 2.816443], [-0.692922, 1.082521, 0.426452], [3.102749, -1.420781, -3.211319], [4.066434, -0.441816, -2.052764], [2.748185, 0.375664, -2.898424], [0.907331, 0.677746, -1.666012], [1.321767, -3.207576, 1.160853], [3.011775, -3.686137, -1.861203], [4.208702, -3.058351, -0.617435], [3.003524, -4.114371, -0.076744], [-1.638309, -0.179890, 3.360722], [-2.522433, -1.331261, 0.728280], [-3.469736, -1.150538, 2.240372], [-2.286974, -2.399052, 2.165191], [-0.740082, 2.015549, -0.112831]], "forces_ev_per_angstrom": [[0.918, -0.315, -1.181], [-1.713, -1.127, 1.397], [1.705, 0.071, -1.195], [-0.858, -0.305, 0.603], [-1.627, -2.351, 2.635], [-0.035, 3.161, -0.817], [0.014, 2.643, 0.230], [0.623, 2.002, -1.294], [2.332, -1.455, 0.153], [-1.029, 0.483, -0.622], [0.072, 0.913, -0.486], [3.175, -0.217, -3.096], [-1.285, 2.191, -0.230], [0.469, -0.982, 0.277], [1.327, -0.583, -0.750], [-1.874, -1.717, 3.459], [-0.040, 0.982, 0.649], [-0.577, -0.274, -0.104], [0.020, -1.233, 0.445], [0.234, 1.608, -1.660], [-0.468, 0.000, 0.655], [0.363, -0.300, 0.846], [-1.163, 0.121, -0.536], [-0.526, -1.662, 0.687], [0.558, -0.415, -0.125], [-0.273, -0.515, 0.247], [-0.643, 0.223, -0.059], [0.312, -0.892, 0.090], [-0.007, -0.055, -0.219]]}

***

[2]
{"formula": "C12H13NPY", "method": "wB97M-V/def2-TZVPD", "total_charge": 0, "gap_ev": [4.45, 5.09], "elements": ["C", "C", "C", "C", "C", "Y", "P", "H", "H", "H", "H", "H", "H", "H", "H", "N", "C", "C", "C", "C", "C", "C", "C", "H", "H", "H", "H", "H"], "positions_angstrom": [[-2.092532, -3.867476, 0.679343], [-1.346652, -4.597826, 1.656598], [-1.524901, -3.945365, 2.906843], [-2.543889, -2.977545, 2.778991], [-2.832065, -2.819562, 1.382527], [-1.661440, -0.646345, -0.855540], [-2.143477, -1.101091, -3.522705], [-2.166889, -4.072192, -0.390960], [-0.696696, -5.446440, 1.464323], [-1.005815, -4.203161, 3.825606], [-3.585608, -2.153091, 0.935925], [-2.963310, -2.375810, 3.584796], [-3.436513, -0.628024, -3.983066], [-1.907335, -2.059715, -4.557534], [-1.353407, -0.000488, -4.071292], [0.015596, 0.447042, -0.089226], [0.836590, 1.275368, 0.167713], [1.742968, 2.332135, 0.109062], [3.092841, 2.065050, -0.228721], [3.965797, 3.123823, -0.468393], [3.504919, 4.443035, -0.351305], [2.165239, 4.720572, -0.042125], [1.280814, 3.671319, 0.199729], [3.422942, 1.026828, -0.319573], [5.001395, 2.909567, -0.748915], [4.199463, 5.267222, -0.506738], [1.802367, 5.752192, 0.008558], [0.229596, 3.859978, 0.436078]], "forces_ev_per_angstrom": [[0.074, 0.467, 0.668], [-0.059, 1.473, -0.647], [-1.038, -0.488, -0.375], [0.882, 0.788, -0.708], [0.610, -0.428, -0.230], [-0.081, -1.693, 1.628], [-0.413, 1.288, -0.945], [-0.102, -0.200, 0.280], [-0.076, 0.235, -0.014], [-0.297, -0.098, -0.095], [-0.140, -0.520, 0.248], [0.207, -0.103, -0.250], [0.785, -0.448, 0.036], [-0.020, 0.163, 0.280], [-0.532, -0.824, 0.281], [0.271, 0.428, -0.206], [-0.063, 0.232, 0.318], [-0.135, -0.201, -0.532], [0.511, 0.210, -0.096], [-0.490, -0.294, 0.275], [0.161, 0.243, -0.108], [-0.121, -0.563, 0.163], [0.080, 0.402, -0.037], [-0.077, 0.397, 0.020], [-0.388, 0.160, 0.151], [-0.172, -0.180, -0.026], [0.212, -0.413, 0.014], [0.412, -0.036, -0.090]]}

***

[3]
{"formula": "C12H14", "method": "wB97M-V/def2-TZVPD", "total_charge": 0, "smiles": "C=c1cccc/c1=C(\\C)C1CC1", "gap_ev": 8.34, "elements": ["C", "C", "C", "C", "C", "C", "C", "C", "C", "C", "C", "C", "H", "H", "H", "H", "H", "H", "H", "H", "H", "H", "H", "H", "H", "H"], "positions_angstrom": [[-2.060397, 1.964235, -0.676133], [-1.155715, 0.915302, -0.221206], [-1.742859, 0.714280, 1.180996], [-2.274611, -0.472354, 1.387683], [-2.136091, -1.422469, 0.292428], [-1.241210, -1.355516, -0.723301], [-0.246653, -0.302694, -0.545118], [1.045871, -0.837161, -0.260505], [1.552464, -2.172667, -0.633012], [2.075134, 0.025614, 0.196425], [2.114469, 1.344481, -0.563602], [1.713997, 1.400750, 0.832548], [-2.180229, 2.275497, -1.735513], [-2.572212, 2.446581, 0.181819], [-1.993861, 1.619648, 1.666345], [-2.823017, -0.747418, 2.240690], [-2.984673, -2.188151, 0.367807], [-1.119452, -1.997242, -1.648430], [1.183752, -3.103135, -0.166914], [2.750880, -2.144772, -0.473351], [1.396706, -2.376427, -1.726347], [3.085129, -0.322265, 0.444389], [1.412958, 1.511323, -1.280042], [3.116633, 1.784094, -0.832340], [2.342368, 1.913241, 1.523255], [0.740611, 1.527229, 1.171425]], "forces_ev_per_angstrom": [[3.904, -2.988, -0.302], [-2.258, 3.063, 1.233], [0.755, -0.007, -1.387], [1.164, -0.633, -0.824], [-2.059, -2.506, -0.351], [-0.808, -0.782, -0.293], [1.322, -1.055, 0.033], [-3.749, 2.293, -0.610], [2.431, -1.622, -1.131], [2.035, 3.169, 0.847], [3.257, 0.965, 0.709], [1.064, -0.823, 0.235], [0.068, -0.081, 0.973], [0.105, -0.129, -1.377], [0.105, 0.443, 1.213], [-0.726, -0.198, 0.910], [1.494, 0.727, -0.670], [-0.672, 0.356, 1.467], [-0.115, 0.728, 0.328], [-2.883, -0.324, -0.430], [0.157, 0.312, 0.771], [-0.707, -0.278, -0.074], [-1.925, 0.110, -1.995], [-1.081, -0.574, 0.436], [0.971, -0.230, 0.398], [-1.851, 0.065, -0.108]]}

***

In the order shown, the computed molar mass values come out to 219.2; 291.1; 158.2 g/mol.
In the order shown, the computed energy relative to the best compared isomer or geometry (same formula, charge and spin) values come out to 4.757; 0.000; 5.344 eV.